[1]
C3H9N3 | wB97M-V/def2-TZVPD

Relative energy (zero: lowest compared OMol25 entry of this formula, charge and spin) in kJ/mol: 521.3
DFT total energy in Ha: -283.78457
LUMO level in eV: 1.15
Frontier orbital gap in eV: 8.1

ORCA input file:
```
! wB97M-V def2-TZVPD RIJCOSX def2/J DEFGRID3
* xyz 0 1
C -1.23559 -0.66074 1.36028
N 0.87091 -0.36334 -0.29847
C -0.15079 0.78034 -0.50514
N 2.05848 -0.17813 0.47174
N -0.19851 1.35391 -1.79054
C -0.89191 -0.30156 -0.04022
H 1.02661 -1.04786 -1.02872
H 2.07815 0.81491 0.69658
H 1.95912 -0.68608 1.34816
H -0.07530 0.71799 -2.57779
H 0.25616 2.24735 -1.89645
H -1.66666 -0.45686 -0.89434
H -2.19863 -0.20370 1.61137
H -1.34135 -1.74216 1.48682
H -0.49068 -0.27407 2.05672
*
```

***

[2]
CH5NOSi | wB97M-V/def2-TZVPD

SMILES: NC(=O)[SiH3]
Relative energy (zero: lowest compared OMol25 entry of this formula, charge and spin) in kJ/mol: 38.8
DFT total energy in Ha: -460.54727
LUMO level in eV: 0.73
Frontier orbital gap in eV: 10.2

ORCA input file:
```
! wB97M-V def2-TZVPD RIJCOSX def2/J DEFGRID3
* xyz 0 1
N -1.60360 0.78436 -0.05112
C -0.98957 -0.41970 0.11968
O -1.80393 -1.44628 -0.03945
Si 0.92215 -0.74149 0.00353
H -2.60711 0.80217 -0.27536
H -1.37316 1.54656 0.50313
H 1.04295 -0.73077 -1.53870
H 1.68819 0.31245 0.50450
H 1.07221 -2.10429 0.52373
*
```

***

[3]
C3H7N3S | wB97M-V/def2-TZVPD

Relative energy (zero: lowest compared OMol25 entry of this formula, charge and spin) in kJ/mol: 470.8
DFT total energy in Ha: -680.80291
LUMO level (alpha / beta) in eV: 0.59 / 0.59
Frontier orbital gap (alpha / beta) in eV: 8.4 / 8.4

ORCA input file:
```
! wB97M-V def2-TZVPD RIJCOSX def2/J DEFGRID3
* xyz 0 1
C 0.42096 -0.99749 0.58560
C -0.26257 -0.39727 -0.56821
C -1.62919 0.23069 -0.47762
N 1.74063 0.94988 0.52971
N 1.68636 -0.35391 0.85561
N 0.91865 1.31517 -0.32943
S 0.37466 2.46832 -1.24119
H -0.27570 -0.96509 1.57808
H 0.52967 -2.00553 0.31370
H -0.09727 -0.73693 -1.56446
H -2.23179 -0.38868 -1.03248
H -1.52200 1.24149 -0.92141
H -1.81826 0.30161 0.59341
H 2.16587 -0.66227 1.67870
*
```

***

[4]
C7H14Si | wB97M-V/def2-TZVPD

Relative energy (zero: lowest compared OMol25 entry of this formula, charge and spin) in kJ/mol: 19.8
DFT total energy in Ha: -564.39038
LUMO level (alpha / beta) in eV: 1.00 / -2.23
<S²>: 2.010
Frontier orbital gap (alpha / beta) in eV: 7.3 / 7.3

ORCA input file:
```
! wB97M-V def2-TZVPD RIJCOSX def2/J DEFGRID3
* xyz 0 3
C 1.76215 1.45721 1.76874
C 0.76365 0.79899 1.56564
C 2.91378 2.19653 2.05890
C -2.02453 1.49827 0.02893
C -2.24259 -0.89959 -0.73717
C 0.28773 -3.65975 -1.01827
C -1.30165 0.20188 -0.18787
Si -0.65489 -0.42055 1.47872
H 2.70237 3.25136 2.29844
H 3.44390 1.74881 3.00281
H 3.55565 2.22888 1.16213
H -3.02853 1.57615 -0.56603
H -2.36776 1.64617 1.12975
H -1.53485 2.49926 -0.22501
H -1.79935 -1.83486 -0.53049
H -2.34019 -0.77907 -1.75877
H -3.21741 -0.99150 -0.12929
H -0.18737 -4.18849 -1.83653
H 1.38273 -3.94703 -0.95583
H -0.07376 -4.01645 -0.05280
H -0.58799 0.29812 -0.95433
H 0.05790 -2.58392 -1.03863
*
```

***

[5]
C27H25N2O2 | wB97M-V/def2-TZVPD

Relative energy (zero: lowest compared OMol25 entry of this formula, charge and spin) in kJ/mol: 0.0
DFT total energy in Ha: -1303.61034
LUMO level in eV: -4.91
Frontier orbital gap in eV: 6.4

ORCA input file:
```
! wB97M-V def2-TZVPD RIJCOSX def2/J DEFGRID3
* xyz 1 1
C 1.39868 1.56179 -6.88211
C 1.74298 1.08275 -5.50359
C 2.29388 -0.19295 -5.29745
C 2.57826 -0.64759 -4.02116
C 2.33116 0.15832 -2.86836
C 2.55577 -0.40986 -1.57694
C 2.80686 0.30937 -0.38287
C 3.13790 1.69981 -0.34316
C 3.16133 2.39551 0.85640
C 2.95038 1.69770 2.05270
O 2.93967 2.36846 3.27818
C 1.77389 3.01188 3.71484
C 1.19076 2.52152 4.88821
C -0.02183 3.06418 5.31395
C -0.60242 4.12195 4.60620
C 0.03008 4.63851 3.47194
C 1.22665 4.08341 3.00659
C 2.82611 0.29909 2.06321
C 2.77204 -0.37899 0.86518
C 1.79340 1.46401 -3.10355
C 1.50931 1.89980 -4.39050
H 1.38665 2.65705 -6.92019
H 2.12106 1.19757 -7.62180
H 0.40534 1.21405 -7.20246
H 2.49221 -0.82588 -6.16440
H 3.01836 -1.63360 -3.86797
H 2.32851 -1.47143 -1.48041
H 3.37193 2.22102 -1.27056
H 3.34045 3.47270 0.88454
H 1.67661 1.69792 5.40936
H -0.50271 2.64987 6.20055
H -1.55494 4.54062 4.94310
H -0.40823 5.47572 2.92755
H 1.73093 4.45251 2.11306
H 2.75933 -0.21535 3.02275
H 2.71561 -1.46766 0.86354
H 1.58437 2.11712 -2.25404
H 1.09917 2.89891 -4.54746
C 8.50608 -7.13589 -0.68292
C 7.18145 -6.42172 -0.74917
O 6.10291 -7.00571 -0.74885
N 7.32360 -5.04142 -0.81027
C 6.29501 -4.10906 -0.93487
C 6.57303 -2.72373 -0.90228
C 5.50631 -1.82985 -1.03772
N 4.23576 -2.23253 -1.20661
C 3.97445 -3.54805 -1.25254
C 4.96921 -4.52185 -1.12071
H 9.10665 -6.76486 0.15699
H 8.30941 -8.20027 -0.54543
H 9.06652 -6.99043 -1.61736
H 8.27088 -4.69309 -0.72747
H 7.58909 -2.35090 -0.77569
H 5.67440 -0.75039 -1.01581
H 2.94015 -3.86443 -1.40759
H 4.71104 -5.57311 -1.15988
*
```

***

[6]
C16H11LiN2O2S | wB97M-V/def2-TZVPD

Relative energy (zero: lowest compared OMol25 entry of this formula, charge and spin) in kJ/mol: 51.7
DFT total energy in Ha: -1281.89555
LUMO level (alpha / beta) in eV: 0.15 / 0.15
<S²>: 0.782
Frontier orbital gap (alpha / beta) in eV: 1.7 / 4.5

ORCA input file:
```
! wB97M-V def2-TZVPD RIJCOSX def2/J DEFGRID3
* xyz -1 2
O -7.19929 2.39935 1.64761
N -6.83146 1.19641 1.64909
O -7.63797 0.23323 1.64140
C -5.42212 0.94593 1.64684
C -4.92965 -0.37704 1.60530
C -3.56308 -0.61228 1.52515
C -2.63188 0.46277 1.46852
N -1.27332 0.18447 1.33512
C -0.21641 0.81494 1.32156
S 0.99320 1.74728 1.59287
C -3.14312 1.78688 1.54284
C -4.51525 2.02387 1.62285
H -5.65662 -1.18494 1.63835
H -3.16819 -1.63326 1.50875
H -2.46203 2.64598 1.54373
H -4.92645 3.03030 1.66059
C 3.87958 1.34809 -1.47367
Li 5.37262 -2.72999 -1.16695
C 3.37801 1.45356 -0.16833
C 2.86887 0.18059 0.22768
C 3.20689 -0.74453 -0.79843
C 3.90199 -0.05000 -1.85713
C 4.39084 -0.79691 -2.94728
C 4.06790 -2.15479 -3.11073
C 3.32561 -2.80771 -2.11564
C 3.00507 -2.12623 -0.92567
H 4.33522 2.11612 -2.09469
H 3.41708 2.39116 0.37024
H 2.47572 -0.19174 1.18253
H 4.88856 -0.27967 -3.76123
H 4.36577 -2.71455 -4.01057
H 3.14093 -3.88957 -2.21529
H 2.56297 -2.66770 -0.08540
*
```

***

[7]
C5H10N2O | wB97M-V/def2-TZVPD

SMILES: CC/N=C\C=C/NO
Relative energy (zero: lowest compared OMol25 entry of this formula, charge and spin) in kJ/mol: 412.8
DFT total energy in Ha: -381.12819
LUMO level in eV: 0.29
Frontier orbital gap in eV: 9.1

ORCA input file:
```
! wB97M-V def2-TZVPD RIJCOSX def2/J DEFGRID3
* xyz 0 1
C -1.08021 -2.09364 1.18519
C -0.06898 -1.13089 0.57713
N -0.13742 -1.18395 -0.85566
C 0.65343 -0.44027 -1.54855
C 1.35042 0.80319 -1.21161
C 0.80729 1.89865 -0.65529
N -0.56402 2.15716 -0.55338
O -1.01288 2.58224 0.70935
H -0.75621 -3.11406 0.87464
H -0.99622 -1.93256 2.25198
H -2.08994 -1.83521 0.74000
H 0.88757 -1.41704 1.05648
H -0.20840 -0.19430 1.02620
H 1.01249 -0.75957 -2.48908
H 2.41091 0.72940 -1.34775
H 1.49018 2.65500 -0.31297
H -1.10517 1.28689 -0.82602
H -0.59285 1.98896 1.37934
*
```

***

[8]
C36H34BiN8O5P | wB97M-V/def2-TZVPD

Relative energy (zero: lowest compared OMol25 entry of this formula, charge and spin) in kJ/mol: 133.6
DFT total energy in Ha: -2762.46738
LUMO level in eV: -0.05
Frontier orbital gap in eV: 7.7

ORCA input file:
```
! wB97M-V def2-TZVPD RIJCOSX def2/J DEFGRID3
* xyz 0 1
Bi 0.09686 -0.09221 -0.20334
C 4.57845 0.67427 -1.66587
C 3.39715 0.05784 -0.96755
O 2.33343 0.69316 -0.96283
C 3.57062 -1.23930 -0.32355
C 4.69648 -2.02426 -0.63053
C 4.94849 -3.21175 0.01012
C 4.08321 -3.64555 1.01549
C 2.95967 -2.91460 1.32081
C 2.65971 -1.71537 0.65153
O 1.57625 -1.06415 1.03821
H 4.37667 1.72365 -1.85115
H 4.73721 0.16801 -2.62079
H 5.48179 0.58934 -1.06599
H 5.37034 -1.69461 -1.40809
H 5.80936 -3.80469 -0.26548
H 4.28286 -4.57050 1.54120
H 2.25452 -3.25242 2.06937
N -1.40169 -0.65618 2.82963
P 0.04414 0.50916 2.57455
C 0.86628 -0.09288 4.10390
C 0.21456 0.01671 5.32938
C 0.85572 -0.35442 6.50168
C 2.14867 -0.85264 6.46038
C 2.79012 -0.99854 5.23933
C 2.15478 -0.61427 4.06856
C -0.92112 1.95637 3.19017
C -0.35271 2.93533 4.00657
C -1.06925 4.06959 4.34987
C -2.37271 4.23762 3.90468
C -2.95132 3.26318 3.10797
C -2.22437 2.14016 2.73916
C -1.93214 -1.51733 1.95027
C -2.95973 -2.40599 2.36677
C -3.53389 -3.26868 1.47869
C -3.09244 -3.27905 0.14795
C -2.09098 -2.41963 -0.20241
N -1.51922 -1.55108 0.65917
H -1.79356 -0.74545 3.75620
H -0.78640 0.42962 5.37958
H 0.34567 -0.24578 7.45032
H 2.66028 -1.11398 7.37739
H 3.79249 -1.40487 5.19524
H 2.66283 -0.70774 3.12045
H 0.65572 2.80766 4.37550
H -0.60628 4.83255 4.96205
H -2.93084 5.12620 4.16928
H -3.96966 3.38253 2.75826
H -2.67006 1.41002 2.07890
H -3.27954 -2.36630 3.39939
H -4.32185 -3.93720 1.79910
H -3.53649 -3.93465 -0.58494
H -1.68943 -2.39789 -1.20499
N 1.61352 1.76803 2.39368
C 2.06446 2.60054 1.71120
C 2.55331 3.67221 1.00982
C 3.83902 3.65809 0.43440
N 4.89202 3.64683 -0.03570
C 1.69150 4.77798 0.83911
N 0.96925 5.66571 0.68995
C -1.75641 3.67863 -0.32939
N -2.00347 3.65757 -1.76083
C -2.92236 4.68998 -2.20429
C -1.78473 2.50710 -2.45608
O -1.67630 1.39673 -1.89419
N -1.65313 2.60513 -3.80819
C -1.60653 1.39112 -4.60279
C -1.24102 3.80925 -4.50113
H -1.33507 4.64753 -0.06605
H -1.04266 2.90541 -0.06096
H -2.67629 3.51187 0.23247
H -3.79171 4.70695 -1.53929
H -3.27877 4.50107 -3.21253
H -2.44694 5.67230 -2.16307
H -1.89532 0.55354 -3.97708
H -0.59909 1.20878 -4.98649
H -2.29712 1.47356 -5.44487
H -1.00311 4.60050 -3.79768
H -2.02055 4.15686 -5.18435
H -0.34366 3.59945 -5.08775
O 2.11140 -2.99964 -2.74667
C 1.33999 -2.37897 -2.10896
N 0.50011 -1.78295 -1.49722
O -3.92760 0.17358 -1.05379
C -3.21281 0.76185 -0.40170
*
```